Entry 1:
Density functional theory data (the ωB97M-V functional and the def2-TZVPD basis) for a molecular structure, C9H15Br9O2.

CARTESIAN COORDINATES (ANGSTROEM)
Br: 2.497 -1.081 -4.800
Br: -1.176 -1.458 1.170
Br: -0.882 0.803 -1.230
Br: -0.291 -1.821 -3.160
Br: 0.751 1.157 1.625
Br: 5.440 3.286 2.321
Br: 2.820 5.295 2.847
Br: -0.185 0.838 -5.130
Br: 3.355 2.835 4.712
O: -3.566 5.363 -0.343
O: 1.504 -3.382 0.580
C: 1.071 -4.515 0.387
C: -4.108 3.004 -0.201
C: 3.525 3.470 2.825
C: -0.005 -0.111 0.246
C: 1.955 -5.873 0.512
C: -1.774 4.008 0.313
C: 0.875 -0.391 -3.934
C: -3.217 4.198 -0.201
C: -0.389 -4.780 0.067
H: 2.569 -6.078 -0.365
H: 1.323 0.258 -3.182
H: 2.894 2.880 2.161
H: 0.849 -0.711 -0.068
H: -0.535 -5.823 -0.215
H: -5.144 3.223 -0.459
H: -1.156 -4.687 0.836
H: 2.524 -5.693 1.425
H: -1.351 5.009 0.404
H: -3.641 2.167 -0.720
H: -4.085 2.475 0.751
H: -1.807 3.493 1.273
H: -0.758 -4.134 -0.729
H: -1.203 3.504 -0.467
H: 1.322 -6.728 0.747

Atoms 1-2, force components in eV/Å:
-0.7624 -0.0085 0.0108
-0.8042 -0.7556 0.2720

Its multiplicity is 2. The value obtained for the HOMO energy (spin up / spin down) is -1.5291 / -5.9727 eV. As for the charge: -1.

Here are the Mulliken charges for atoms 1 to 4, given in e: number 1, Br, carries -0.080; number 2, Br, carries -0.300; number 3, Br, carries -0.245; number 4, Br, carries 0.021

Entry 2:
Density functional theory data (the ωB97M-V functional and the def2-TZVPD basis) for a gas-phase ion, C9H15ClN3 (charge +1).

CARTESIAN COORDINATES (ANGSTROEM)
Cl: 0.513 -2.740 -0.780
N: -2.910 0.809 -1.410
N: 2.706 0.707 -0.255
N: 0.053 -0.245 -0.045
C: 0.392 0.370 -1.303
C: -2.449 -0.820 1.309
C: 2.379 0.058 1.054
C: -1.647 -1.780 0.611
C: -2.636 0.459 1.014
C: -0.524 -1.512 -0.063
C: 1.958 0.297 -1.552
C: 0.785 0.170 1.135
C: -2.454 1.170 -0.318
H: 0.595 1.262 1.249
H: 2.515 -1.080 0.998
H: 0.498 -0.311 2.039
H: 3.040 0.470 1.745
H: 2.557 1.747 0.059
H: 2.171 0.864 -2.408
H: 3.769 0.625 -0.469
H: -2.222 2.189 -0.319
H: -0.056 -0.309 -2.079
H: -2.051 -2.845 0.856
H: -2.926 -1.141 2.190
H: -3.240 1.187 1.516
H: 0.060 1.311 -1.463
H: -3.274 -0.182 -1.532
H: 2.400 -0.729 -1.780

Atoms 1-2, force components in eV/Å:
-0.3534 -0.3146 -0.0094
-0.8217 -2.0407 -2.8822

The value obtained for the HOMO energy is -11.8590 eV. Its SMILES is [H]\N=C/C=C\C=C(\Cl)N1CC[NH2+]CC1. As for the energy above the lowest of the compared OMol25 structures with the same formula, charge and spin: 42.3 kcal per mole. As for the charge: +1.

Here are the Mulliken charges for atoms 1 to 4, given in e: number 1, Cl, carries -0.160; number 2, N, carries -0.521; number 3, N, carries -0.247; number 4, N, carries 0.447

Entry 3:
Density functional theory data (the ωB97M-V functional and the def2-TZVPD basis) for a gas-phase ion, C9H15N2 (charge +1).

CARTESIAN COORDINATES (ANGSTROEM)
N: 1.680 -1.575 -0.353
N: -0.767 -0.281 -0.864
C: -1.308 -0.670 1.529
C: 1.075 -1.756 0.869
C: -1.146 0.411 0.356
C: -1.903 -1.063 -1.411
C: 0.951 1.711 -0.191
C: 2.197 0.804 0.105
C: -0.302 1.605 0.672
C: -0.052 -1.310 1.189
C: 2.079 -0.434 -0.697
H: -0.820 2.448 0.455
H: 0.791 1.530 -1.320
H: 3.013 1.267 -0.291
H: 2.346 -0.446 -1.720
H: 1.334 2.756 -0.325
H: -2.621 -0.457 -1.850
H: -1.280 -0.093 2.427
H: 1.498 -2.664 1.551
H: 2.211 0.498 1.248
H: -1.765 -1.748 -2.296
H: -0.475 0.399 -1.546
H: -2.264 0.803 0.089
H: -2.293 -1.778 -0.741
H: -0.142 1.480 1.668
H: -2.041 -1.438 1.451

Atoms 1-2, force components in eV/Å:
-0.0145 0.7516 3.0903
-0.6688 -1.2064 -0.4918

Its multiplicity is 3. The value obtained for the HOMO energy (spin up / spin down) is -12.1485 / -12.8912 eV. As for the energy above the lowest of the compared OMol25 structures with the same formula, charge and spin: 78.5 kcal per mole. As for the charge: +1.

Here are the Mulliken charges for atoms 1 to 4, given in e: number 1, N, carries -0.058; number 2, N, carries -0.205; number 3, C, carries -0.866; number 4, C, carries -0.187

Entry 4:
Density functional theory data (the ωB97M-V functional and the def2-TZVPD basis) for C9H15N3 in the gas phase.

CARTESIAN COORDINATES (ANGSTROEM)
N: -1.374 -0.092 -3.014
N: -2.118 -1.437 0.325
N: 0.331 2.837 1.777
C: -0.905 -0.647 0.353
C: 0.326 2.261 0.786
C: -3.294 -0.768 0.877
C: -1.199 0.229 -1.928
C: 2.923 -1.257 0.108
C: 0.307 1.526 -0.485
C: 1.640 0.801 -0.737
C: 2.248 0.070 0.472
C: -0.951 0.619 -0.534
H: 2.416 -1.749 -0.725
H: 2.351 1.549 -1.095
H: 2.986 0.730 0.933
H: -2.990 -0.110 1.695
H: -2.305 -1.750 -0.621
H: 2.930 -1.943 0.956
H: 0.182 2.273 -1.273
H: -0.070 -1.279 0.048
H: -1.810 1.217 -0.213
H: -3.986 -1.503 1.289
H: -3.845 -0.161 0.148
H: 1.489 0.110 -1.572
H: 3.960 -1.102 -0.194
H: 1.493 -0.097 1.241
H: -0.734 -0.327 1.384

Atoms 1-2, force components in eV/Å:
-0.0566 -0.1107 -0.2611
0.0055 0.1362 0.0316

The value obtained for the HOMO energy is -9.3725 eV. Its SMILES is CCC[C@H](C#N)[C@@H](C#N)CNC. As for the energy above the lowest of the compared OMol25 structures with the same formula, charge and spin: 17.6 kcal per mole.

Here are the Mulliken charges for atoms 1 to 4, given in e: number 1, N, carries -0.514; number 2, N, carries -0.321; number 3, N, carries -0.500; number 4, C, carries -1.141

Entry 5:
Density functional theory data (the ωB97M-V functional and the def2-TZVPD basis) for C9H15N3O6 in the gas phase.

CARTESIAN COORDINATES (ANGSTROEM)
O: 2.279 1.792 0.413
O: -3.810 0.069 1.431
O: -1.466 2.369 -0.033
O: 1.622 -1.099 2.466
O: -0.760 1.504 1.922
O: 4.317 1.746 -0.624
N: 1.740 -1.263 -1.236
N: -4.389 0.744 -0.637
N: -0.030 -0.871 0.953
C: 3.507 -0.318 0.230
C: -0.978 1.456 0.588
C: -3.680 -0.080 0.217
C: -0.491 0.161 -0.029
C: 3.274 1.148 0.010
C: -2.757 -1.069 -0.418
C: 1.293 -1.004 1.297
C: 2.314 -1.252 0.150
C: -1.554 -0.405 -1.038
H: 3.943 -0.305 1.234
H: 4.122 2.699 -0.616
H: 0.382 0.441 -0.542
H: -2.385 -1.846 0.239
H: -0.942 2.392 2.175
H: 4.256 -0.692 -0.459
H: -0.602 -0.910 1.810
H: 1.300 -2.131 -1.503
H: -1.045 -1.154 -1.648
H: -5.044 1.409 -0.239
H: -4.291 0.776 -1.658
H: 2.351 -0.878 -1.943
H: 2.729 -2.236 0.362
H: -3.352 -1.613 -1.185
H: -1.855 0.421 -1.689

Atoms 1-2, force components in eV/Å:
2.7480 -1.8222 -1.2269
0.2795 -0.4439 -0.8784

The value obtained for the HOMO energy is -9.4325 eV. Its SMILES is NC(=O)CC[C@H](NC(=O)[C@@H](N)CC(=O)O)C(=O)O. As for the energy above the lowest of the compared OMol25 structures with the same formula, charge and spin: 26.1 kcal per mole.

Here are the Mulliken charges for atoms 1 to 4, given in e: number 1, O, carries -0.566; number 2, O, carries -0.638; number 3, O, carries -0.599; number 4, O, carries -0.662

Entry 6:
Density functional theory data (the ωB97M-V functional and the def2-TZVPD basis) for a molecular structure, C9H15N3O6.

CARTESIAN COORDINATES (ANGSTROEM)
O: 2.073 3.368 0.103
O: 4.223 -1.317 -0.187
O: 0.246 -2.186 -1.264
O: -0.600 -2.040 0.743
O: 0.247 3.347 -1.374
O: -1.609 0.662 1.948
N: 2.352 -2.413 0.229
N: -4.004 0.131 -0.385
N: -0.740 1.005 -0.161
C: -2.233 -1.437 -0.895
C: -1.710 0.443 0.788
C: 1.346 0.574 1.098
C: 0.877 2.853 -0.301
C: 2.996 -1.223 -0.002
C: 0.380 1.619 0.510
C: -2.812 -0.496 0.166
C: -0.839 -1.921 -0.439
C: 2.248 0.006 -0.167
H: 1.598 -2.199 1.160
H: -2.020 -0.890 -1.765
H: 1.079 -2.447 -0.585
H: -0.910 1.845 -1.115
H: 2.878 -3.176 0.460
H: 2.058 4.192 -0.601
H: -3.070 -1.107 1.110
H: -3.992 0.495 -1.605
H: 0.579 -0.375 1.332
H: -4.208 1.022 0.250
H: 1.593 -0.101 -0.970
H: 3.032 0.771 -0.372
H: 1.983 0.899 2.178
H: -0.030 2.159 1.310
H: -3.013 -2.063 -1.199

Atoms 1-2, force components in eV/Å:
-2.5786 2.4188 -3.3247
-1.8431 0.9095 0.2103

The value obtained for the HOMO energy is -9.5647 eV. As for the energy above the lowest of the compared OMol25 structures with the same formula, charge and spin: 162.6 kcal per mole.

Here are the Mulliken charges for atoms 1 to 4, given in e: number 1, O, carries -0.425; number 2, O, carries -0.639; number 3, O, carries -0.660; number 4, O, carries -0.624

One value per record, in order, for M: 874.4; 200.7; 151.2; 165.2; 261.2; 261.2 g/mol.
One value per record, in order, for electronic energy: -644052.06650; -26558.93034; -12542.08749; -14045.79946; -26333.24551; -26327.32846 eV.
One value per record, in order, for largest force on an atom: 2.79; 5.84; 8.11; 0.33; 3.52; 7.97 eV Å⁻¹.